(1)
Density functional theory data (ωB97M-V/def2-TZVPD) for C31H34N7PSSbY as an isolated structure in a non-equilibrium geometry.

Values from the calculation:
HOMO level   -13.407 eV
Strongest force on any atom   1.38 eV Å⁻¹
Total charge   +2
Multiplicity   1
E   -2602.63032 Ha
Orbital gap   6.8 eV

Geometry as XYZ:
```
76
Properties=species:S:1:pos:R:3:lowdin_charge:R:1
Y 0.110 -0.145 -0.074 1.1224
N 3.377 3.195 0.117 0.1166
C 2.318 2.393 0.075 -0.8356
S 2.647 0.675 0.199 0.5674
N 1.146 2.982 -0.025 -0.0159
N 0.061 2.207 -0.125 -0.1654
C -1.082 2.802 -0.125 -0.0667
C -2.324 2.050 -0.204 -0.2901
C -3.535 2.694 0.029 0.0050
C -4.710 1.962 0.002 -0.0046
C -4.647 0.603 -0.284 -0.0206
C -3.408 0.030 -0.500 -0.1203
N -2.263 0.720 -0.448 -0.0070
H 4.302 2.815 0.208 0.1016
H 3.252 4.192 0.044 0.1262
H -1.130 3.883 -0.034 0.1428
H -3.546 3.754 0.242 0.1334
H -5.659 2.439 0.203 0.1316
H -5.542 0.001 -0.340 0.1245
H -3.328 -1.026 -0.734 0.1186
C -0.568 -7.932 0.077 -0.0539
C 0.268 -7.403 1.050 -0.0570
C 0.551 -6.043 1.067 -0.1235
C -0.008 -5.227 0.094 -0.3659
C -0.875 -5.741 -0.862 -0.1361
C -1.147 -7.101 -0.871 -0.0624
Sb 0.533 -3.152 0.002 1.4398
C 1.391 -2.934 -1.950 -0.4127
C 0.620 -3.220 -3.075 -0.1390
C 1.149 -3.028 -4.343 -0.0622
C 2.439 -2.532 -4.487 -0.0523
C 3.198 -2.222 -3.369 -0.0574
C 2.677 -2.416 -2.096 -0.1462
C 2.284 -3.142 1.217 -0.4079
C 3.311 -4.057 0.996 -0.1236
C 4.428 -4.046 1.819 -0.0475
C 4.522 -3.126 2.855 -0.0485
C 3.505 -2.210 3.076 -0.0662
C 2.383 -2.224 2.259 -0.1865
H -0.778 -8.993 0.064 0.1174
H 0.705 -8.047 1.801 0.1165
H 1.197 -5.641 1.836 0.0955
H -1.347 -5.099 -1.594 0.0839
H -1.812 -7.508 -1.622 0.1158
H -0.386 -3.611 -2.972 0.0834
H 0.554 -3.269 -5.213 0.1164
H 2.852 -2.392 -5.477 0.1180
H 4.202 -1.836 -3.483 0.1175
H 3.282 -2.189 -1.225 0.0818
H 3.243 -4.764 0.179 0.1161
H 5.227 -4.757 1.656 0.1193
H 5.395 -3.125 3.495 0.1184
H 3.584 -1.492 3.882 0.1130
H 1.583 -1.511 2.437 0.0198
C -1.611 -1.512 5.263 -0.1566
N -2.405 -1.603 4.038 -0.1447
C -3.453 -0.585 4.068 -0.1634
N -2.921 0.762 4.251 -0.1434
C -2.120 0.806 5.473 -0.1559
N -1.045 -0.180 5.448 -0.1454
C -0.008 0.140 4.512 -0.2885
P -0.673 0.164 2.729 0.9703
C -1.577 -1.499 2.860 -0.3560
C -2.190 1.228 3.099 -0.3104
H -0.807 -2.249 5.230 0.1361
H -2.261 -1.735 6.109 0.1396
H -4.125 -0.809 4.897 0.1392
H -4.018 -0.625 3.134 0.1283
H -2.770 0.592 6.322 0.1400
H -1.700 1.805 5.597 0.1363
H 0.793 -0.600 4.564 0.0858
H 0.406 1.125 4.727 0.1012
H -0.828 -2.296 2.878 0.0666
H -2.201 -1.625 1.967 0.0685
H -2.854 1.230 2.234 0.0622
H -1.843 2.251 3.271 0.1024
```


(2)
Density functional theory data (ωB97M-V/def2-TZVPD) for an isolated molecule of C7H11IN2 in a non-equilibrium geometry.

Values from the calculation:
HOMO level (spin up / spin down)   -5.851 / -9.327 eV
Strongest force on any atom   4.54 eV Å⁻¹
Multiplicity   3
E   -680.29226 Ha
Orbital gap (spin up / spin down)   6.3 / 7.0 eV

Geometry as XYZ:
```
21
Properties=species:S:1:pos:R:3:lowdin_charge:R:1
C -0.985 -2.669 -1.221 -0.2642
C -0.339 -1.758 0.694 -0.2207
C -0.420 -1.618 -1.761 -0.6686
C -1.025 1.322 -0.045 -0.0666
C 1.415 1.372 -0.519 -0.0111
C 0.517 0.845 1.789 -0.0932
C 0.258 0.601 0.336 -0.5692
N -0.924 -2.803 0.148 0.0814
N 0.306 -0.837 -0.071 0.0656
I 0.381 -0.864 -3.448 0.8982
H -1.338 -3.466 -1.848 0.0932
H -0.403 -1.877 1.812 0.1354
H -1.133 1.370 -1.117 0.0663
H -2.032 0.955 0.367 0.1176
H -1.058 2.285 0.282 0.0423
H 0.915 2.272 -0.939 0.0919
H 2.238 1.551 0.109 0.0558
H 1.667 0.719 -1.248 -0.0317
H 1.388 0.178 2.090 0.1031
H 0.764 1.914 2.032 0.1025
H -0.191 0.509 2.559 0.0721
```


(3)
Density functional theory data (ωB97M-V/def2-TZVPD) for C25H37BrClF6FeNOSi2Te as an isolated structure in a non-equilibrium geometry.

Values from the calculation:
HOMO level (spin up / spin down)   -6.486 / -6.693 eV
Strongest force on any atom   2.64 eV Å⁻¹
Multiplicity   5
E   -6848.99495 Ha
Orbital gap (spin up / spin down)   6.8 / 6.9 eV

Geometry as XYZ:
```
76
Properties=species:S:1:pos:R:3:lowdin_charge:R:1
Fe -0.826 0.237 -0.431 0.5114
C 4.780 -0.086 -0.860 -0.0362
C 3.699 -0.004 0.168 -0.2349
C 3.979 0.145 1.525 -0.0125
C 2.938 0.202 2.436 -0.0938
C 1.654 0.111 1.938 -0.7237
Br 0.197 0.210 3.151 0.7545
N 1.354 -0.040 0.661 -0.0112
C 2.362 -0.095 -0.205 -0.0634
H 5.761 -0.151 -0.393 0.0784
H 4.754 0.789 -1.509 0.0894
H 4.626 -0.963 -1.487 0.0842
H 4.998 0.207 1.879 0.1176
H 3.105 0.305 3.498 0.1018
H 2.062 -0.219 -1.237 0.1085
C 0.378 -1.390 -4.504 0.0301
C -0.174 -1.447 -3.068 -0.5115
O 0.110 -0.404 -2.297 -0.2134
C -1.722 -1.600 -3.169 -0.5518
F -2.170 -2.805 -3.548 0.1550
F -2.296 -1.352 -1.960 0.0407
F -2.253 -0.713 -4.011 0.1521
C 0.386 -2.728 -2.383 -0.5468
F 1.724 -2.712 -2.367 0.1523
F 0.030 -3.904 -2.918 0.1498
F 0.007 -2.777 -1.083 0.0341
H 0.054 -0.455 -4.954 0.0948
H 0.018 -2.233 -5.090 0.0973
H 1.462 -1.400 -4.472 0.0913
C -2.073 -4.836 3.128 -0.1921
Si -1.987 -5.078 1.234 0.4596
C -0.193 -5.392 0.674 -0.1768
C -3.109 -6.535 0.722 -0.1776
C -2.649 -3.507 0.385 -0.5198
Te -1.562 -1.812 1.147 1.3093
C -3.274 -1.134 2.295 -0.5224
Si -4.741 -0.503 1.229 0.4965
C -6.078 0.185 2.408 -0.1809
C -5.590 -1.808 0.114 -0.1804
C -4.086 0.876 0.097 -0.1958
H -1.727 -5.718 3.655 0.0240
H -3.090 -4.642 3.455 0.0234
H -1.459 -3.995 3.446 0.0044
H 0.228 -6.276 1.141 0.0268
H 0.448 -4.549 0.917 0.0157
H -0.151 -5.541 -0.402 0.0234
H -2.740 -7.470 1.128 0.0226
H -3.150 -6.636 -0.357 0.0254
H -4.124 -6.399 1.081 0.0230
H -3.692 -3.352 0.623 -0.0238
H -2.558 -3.567 -0.694 0.0063
H -2.909 -0.328 2.931 -0.0107
H -3.572 -1.947 2.953 0.0038
H -6.482 -0.589 3.051 0.0237
H -6.905 0.595 1.838 0.0249
H -5.694 0.976 3.043 0.0238
H -5.851 -2.715 0.653 0.0266
H -4.970 -2.084 -0.734 0.0185
H -6.514 -1.398 -0.283 0.0311
H -3.911 1.803 0.634 0.0360
H -4.763 1.096 -0.720 0.0400
H -3.137 0.559 -0.348 -0.0720
Cl -1.718 2.081 -2.133 0.8026
C -0.348 3.112 -1.905 -0.5812
C 0.148 3.823 -2.972 -0.1170
C 1.306 4.573 -2.811 -0.1101
C 1.963 4.560 -1.585 -0.1076
C 1.465 3.840 -0.524 -0.0548
C 0.260 3.104 -0.628 -0.3577
C -0.303 2.397 0.460 -0.1838
H -0.362 3.779 -3.921 0.1005
H 1.697 5.138 -3.642 0.0921
H 2.874 5.130 -1.465 0.0974
H 1.991 3.839 0.422 0.1063
H -1.391 2.379 0.551 0.0149
H 0.196 2.524 1.409 0.0174
```


(4)
Density functional theory data (ωB97M-V/def2-TZVPD) for C43H48BrN5O6OsP2 as an isolated structure.

Values from the calculation:
HOMO level   -13.039 eV
Strongest force on any atom   0.76 eV Å⁻¹
Total charge   +2
Multiplicity   1
E   -5739.66247 Ha
Orbital gap   8.6 eV

Geometry as XYZ:
```
106
Properties=species:S:1:pos:R:3:lowdin_charge:R:1
Os -0.100 -0.190 0.039 1.6184
O -0.797 1.236 1.380 -0.4513
P -1.614 2.514 1.538 0.8085
C -1.336 3.582 0.102 -0.2697
P -1.501 2.649 -1.464 0.7932
O -0.678 1.394 -1.333 -0.4335
C -3.248 2.386 -1.719 -0.3008
C -3.715 1.137 -2.111 -0.0568
C -5.075 0.946 -2.315 -0.0505
C -5.962 1.995 -2.133 -0.0474
C -5.496 3.250 -1.752 -0.0535
C -4.142 3.447 -1.548 -0.0891
C -0.867 3.695 -2.755 -0.2716
C -1.672 4.140 -3.802 -0.0535
C -1.124 4.937 -4.797 -0.0503
C 0.218 5.282 -4.749 -0.0469
C 1.027 4.827 -3.713 -0.0626
C 0.489 4.031 -2.719 -0.0802
C -3.343 2.148 1.717 -0.2927
C -3.798 0.852 1.489 -0.0558
C -5.149 0.571 1.637 -0.0481
C -6.030 1.576 2.008 -0.0469
C -5.573 2.869 2.239 -0.0547
C -4.228 3.158 2.098 -0.0685
C -1.059 3.385 2.990 -0.2894
C -1.111 2.689 4.201 -0.0697
C -0.695 3.308 5.367 -0.0522
C -0.239 4.621 5.331 -0.0466
C -0.198 5.318 4.133 -0.0542
C -0.605 4.701 2.958 -0.0701
H -0.301 3.931 0.155 0.0795
H -1.995 4.452 0.102 0.0841
H -3.020 0.316 -2.248 0.0929
H -5.442 -0.025 -2.621 0.1115
H -7.021 1.842 -2.295 0.1168
H -6.187 4.071 -1.619 0.1166
H -3.790 4.434 -1.266 0.1127
H -2.717 3.865 -3.847 0.1072
H -1.747 5.282 -5.610 0.1167
H 0.641 5.905 -5.527 0.1173
H 2.076 5.088 -3.689 0.1139
H 1.129 3.648 -1.932 0.1068
H -3.105 0.069 1.206 0.0963
H -5.510 -0.435 1.469 0.1167
H -7.082 1.350 2.127 0.1171
H -6.265 3.644 2.539 0.1163
H -3.868 4.161 2.302 0.1175
H -1.494 1.675 4.234 0.1197
H -0.740 2.774 6.306 0.1166
H 0.077 5.105 6.246 0.1183
H 0.148 6.343 4.111 0.1166
H -0.571 5.258 2.031 0.1013
N 1.602 0.287 1.208 -0.0385
C 1.555 -0.394 2.529 -0.2310
C 2.926 -0.562 3.195 -0.1117
C 3.799 -1.769 2.820 -0.1549
C 4.353 -1.786 1.391 -0.1425
N 4.715 -3.130 0.916 0.1015
C 3.850 -3.985 0.369 -0.4225
N 2.543 -3.816 0.532 0.2542
N 4.302 -4.989 -0.386 0.2163
C 0.717 -1.657 2.336 -0.5528
O 1.004 -2.714 2.853 0.0899
O -0.324 -1.481 1.567 -0.1368
H 2.418 0.030 0.661 0.0677
H 1.641 1.295 1.334 0.1236
H 0.942 0.261 3.154 0.1491
H 2.758 -0.620 4.271 0.1313
H 3.476 0.374 3.047 0.1277
H 3.249 -2.684 3.016 0.0979
H 4.637 -1.786 3.521 0.1253
H 5.263 -1.192 1.325 0.1357
H 3.662 -1.372 0.654 0.0987
H 5.691 -3.374 0.883 0.1606
H 2.157 -3.418 1.383 0.0861
H 1.894 -4.338 -0.034 0.1249
H 5.263 -5.033 -0.678 0.1319
H 3.707 -5.766 -0.617 0.1338
Br -5.431 -4.516 -3.171 0.7992
C -3.618 -4.423 -2.686 -0.6597
C -2.785 -5.517 -2.902 -0.1482
N -1.494 -5.518 -2.582 0.0949
C -0.995 -4.419 -2.032 -0.0723
C -1.747 -3.282 -1.778 -0.1028
C -3.097 -3.281 -2.114 -0.0321
C -1.133 -2.095 -1.170 -0.5390
O 0.105 -2.046 -0.893 -0.0967
O -1.798 -1.059 -0.902 -0.0806
H -3.184 -6.419 -3.352 0.1146
H 0.059 -4.430 -1.785 0.1094
H -3.712 -2.410 -1.932 0.1137
C 3.089 -0.741 -4.227 -0.0424
C 3.387 0.198 -3.051 -0.6214
C 4.686 -0.234 -2.359 -0.0548
C 3.527 1.638 -3.565 -0.0491
C 2.278 0.126 -2.082 -0.0702
C 1.383 0.026 -1.280 -0.1623
H 3.910 -0.713 -4.945 0.0908
H 2.174 -0.442 -4.738 0.0908
H 2.967 -1.769 -3.883 0.0844
H 5.517 -0.207 -3.065 0.0911
H 4.596 -1.254 -1.977 0.0713
H 4.925 0.432 -1.527 0.0827
H 4.340 1.698 -4.291 0.0918
H 3.750 2.325 -2.745 0.0843
H 2.607 1.960 -4.052 0.0815
```


(5)
Density functional theory data (ωB97M-V/def2-TZVPD) for C12H17Cl2MnNS as an isolated structure in a non-equilibrium geometry.

Values from the calculation:
HOMO level (spin up / spin down)   -7.891 / -6.909 eV
Strongest force on any atom   2.63 eV Å⁻¹
Multiplicity   4
E   -2991.72998 Ha
Orbital gap (spin up / spin down)   6.4 / 5.4 eV

Geometry as XYZ:
```
34
Properties=species:S:1:pos:R:3:lowdin_charge:R:1
Mn -1.856 -1.437 0.370 -0.1246
Cl -0.462 -3.181 0.111 -0.1013
Cl -3.955 -1.381 1.132 -0.1356
C -0.942 0.056 -0.985 -0.5242
H -0.060 -0.394 -1.436 -0.0090
H -1.700 0.510 -1.633 0.0083
C 2.809 -0.117 0.049 -0.1175
C 2.570 0.248 -1.236 -0.1334
H 2.701 0.597 0.870 0.0906
C 2.826 -0.674 -2.391 -0.2117
H 2.200 1.246 -1.484 0.0964
C 2.835 -2.150 -1.952 -0.2092
H 2.091 -0.517 -3.192 0.1051
H 3.814 -0.452 -2.831 0.1131
C 3.732 -2.328 -0.727 -0.2058
H 1.813 -2.462 -1.697 0.0777
H 3.176 -2.788 -2.775 0.1072
C 3.176 -1.518 0.455 -0.2073
H 3.801 -3.390 -0.463 0.1091
H 4.741 -1.973 -0.967 0.1118
H 2.278 -2.042 0.831 0.0869
H 3.903 -1.507 1.279 0.1066
S -0.707 0.802 0.541 0.8740
C -2.197 1.670 0.988 -0.5160
N -2.299 1.856 2.339 0.0650
C -3.448 2.293 2.942 -0.0224
C -4.527 2.617 2.147 -0.0443
C -4.402 2.567 0.756 -0.0075
C -3.217 2.106 0.171 -0.0489
H -1.504 1.576 2.920 0.1630
H -3.420 2.340 4.026 0.1393
H -5.459 2.922 2.621 0.1199
H -5.232 2.878 0.126 0.1268
H -3.081 2.028 -0.905 0.1181
```


(6)
Density functional theory data (ωB97M-V/def2-TZVPD) for C34H41ClN4O3S2Si2TeTi as an isolated structure in a non-equilibrium geometry.

Values from the calculation:
HOMO level   -12.556 eV
Strongest force on any atom   2.13 eV Å⁻¹
Total charge   +2
Multiplicity   1
E   -4717.53659 Ha
Orbital gap   5.3 eV

Geometry as XYZ:
```
89
Properties=species:S:1:pos:R:3:lowdin_charge:R:1
Ti -0.218 0.914 -0.461 1.0161
Cl -5.883 -3.104 -0.073 0.7499
C -4.452 -2.178 0.140 -0.6435
C -3.475 -2.600 1.053 -0.0288
C -2.353 -1.836 1.280 0.0189
C -2.139 -0.635 0.590 -0.3000
O -1.095 0.121 0.873 -0.2540
C -3.107 -0.235 -0.386 -0.1088
C -3.012 1.043 -1.014 0.0164
N -1.931 1.764 -0.976 -0.0432
C -1.888 3.199 -1.138 -0.4770
C -3.104 3.916 -1.759 -0.2623
C -3.327 5.269 -1.143 -0.0147
C -2.778 5.698 -0.011 -0.0028
C -1.831 4.900 0.736 -0.1267
C -1.260 5.318 1.939 0.0472
C -0.311 4.516 2.542 0.0074
C 0.055 3.328 1.926 -0.0790
N -0.474 2.903 0.777 0.0537
C -1.413 3.677 0.214 -0.2312
C -4.267 -1.012 -0.572 -0.0220
H -3.616 -3.523 1.592 0.1258
H -1.605 -2.147 2.000 0.0951
H -3.943 1.428 -1.436 0.1461
H -4.014 3.339 -1.539 0.1475
H -4.025 5.900 -1.669 0.1300
H -3.015 6.674 0.379 0.1293
H -1.553 6.261 2.372 0.1356
H 0.157 4.805 3.470 0.1264
H 0.812 2.706 2.378 0.0748
H -5.015 -0.688 -1.282 0.1270
O 1.326 -3.134 -0.907 -0.0904
C 1.056 -3.315 -2.236 -0.2239
C 1.333 -4.540 -2.828 0.0032
C 1.104 -4.739 -4.174 -0.0368
C 0.611 -3.701 -4.954 -0.0535
C 0.351 -2.473 -4.384 -0.0014
C 0.558 -2.260 -3.014 -0.0718
C 0.287 -0.936 -2.463 -0.3354
O -0.080 -0.729 -1.220 -0.2454
N 0.380 0.088 -3.254 0.1059
N 0.234 1.259 -2.597 -0.1557
C -0.389 2.242 -3.157 -0.8656
S -0.355 3.687 -2.147 1.1021
C -3.031 4.107 -3.294 -0.2205
C -2.928 2.857 -4.159 -0.3978
S -1.269 2.199 -4.657 0.9956
H 1.660 -3.967 -0.537 0.0901
H 1.729 -5.340 -2.219 0.1255
H 1.315 -5.701 -4.612 0.1204
H 0.421 -3.861 -6.002 0.1146
H -0.028 -1.658 -4.979 0.1176
H -2.220 4.796 -3.537 0.1015
H -3.959 4.608 -3.582 0.1310
H -3.367 3.074 -5.132 0.0869
H -3.457 2.007 -3.727 0.0704
C 3.100 -5.187 3.615 -0.1675
Si 1.824 -3.963 2.927 0.4762
C 0.576 -4.853 1.777 -0.1809
C 0.889 -2.994 4.279 -0.1820
C 2.771 -2.646 1.884 -0.5003
Te 1.229 -1.353 1.121 1.5590
C 1.798 0.244 2.450 -0.5199
Si 3.196 1.252 1.582 0.5090
C 2.483 1.844 -0.116 -0.1489
C 3.718 2.760 2.623 -0.1580
C 4.690 0.145 1.178 -0.1714
H 2.614 -5.942 4.221 0.0327
H 3.832 -4.689 4.242 0.0323
H 3.642 -5.702 2.827 0.0319
H -0.144 -5.421 2.359 0.0370
H 1.075 -5.570 1.130 0.0305
H 0.017 -4.149 1.158 -0.0101
H 0.190 -3.626 4.818 0.0336
H 0.330 -2.165 3.843 -0.0112
H 1.575 -2.583 5.015 0.0347
H 3.366 -3.101 1.100 0.0161
H 3.436 -2.070 2.513 0.0055
H 2.130 -0.155 3.404 0.0181
H 0.879 0.803 2.623 -0.0163
H 2.380 2.928 -0.164 0.0505
H 1.481 1.380 -0.282 -0.0797
H 3.127 1.538 -0.940 0.0675
H 2.906 3.370 3.006 0.0143
H 4.356 3.406 2.029 0.0378
H 4.305 2.437 3.477 0.0393
H 4.425 -0.682 0.522 0.0206
H 5.142 -0.273 2.073 0.0389
H 5.464 0.724 0.681 0.0409
```


(7)
Density functional theory data (ωB97M-V/def2-TZVPD) for an isolated ion of composition C3HO3 and charge -1 in a non-equilibrium geometry.

Values from the calculation:
HOMO level   -3.878 eV
Strongest force on any atom   3.15 eV Å⁻¹
Total charge   -1
Multiplicity   1
E   -340.64745 Ha
Orbital gap   8.1 eV
Structure (SMILES)   O=C=CC(=O)[O-]

Geometry as XYZ:
```
7
Properties=species:S:1:pos:R:3:lowdin_charge:R:1
C -0.700 -0.474 0.233 -0.0362
C -1.720 1.064 0.057 -0.7150
C -1.523 -1.431 0.017 -0.3758
O -2.530 -2.010 -0.306 0.0031
O -2.057 1.176 -1.071 0.0345
O -1.694 1.698 1.084 -0.0087
H 0.299 0.030 0.569 0.0981
```


> Which of these has the highest multiplicity?

C25H37BrClF6FeNOSi2Te


> Which of these has the lowest E?

C25H37BrClF6FeNOSi2Te


> What is the E in the fourth record?

-5739.66247 Ha